21
Properties=species:S:1:pos:R:3:forces:R:3:nbo_charge:R:1 method="wB97M-V/def2-TZVPD" e_tot_ev=-24834.1340 spin_multiplicity=1 orbital_gap_ev=10.928 smiles="O=C(OF)OCCC(F)(F)F.CC#N" charge=0
O 0.456230 0.585695 3.963678 -1.5 0.4 -0.8 -0.5000
C -0.574143 0.792765 3.372012 2.3 -0.7 1.1 0.9376
O -1.286501 1.989125 3.568375 -0.5 0.0 -0.5 -0.1638
F -0.564168 2.970796 2.836097 0.1 -0.2 0.3 -0.1156
O -1.156258 -0.101768 2.576483 -0.2 0.7 0.1 -0.4890
C -1.437946 0.378198 1.241317 -0.1 -0.3 -0.5 -0.0765
C -0.175469 0.241329 0.381197 -0.5 -0.3 0.3 -0.5662
C 0.118597 1.429573 -0.470818 0.7 -0.4 -0.4 0.9850
F 1.279777 1.226405 -1.137902 0.2 0.0 -0.1 -0.3397
F 0.282932 2.559441 0.221682 -0.2 0.3 0.1 -0.3234
F -0.809340 1.635222 -1.411917 -0.4 0.2 0.0 -0.3250
H -2.188606 -0.289978 0.847339 -0.3 -0.2 0.1 0.2100
H -1.867521 1.374356 1.250215 0.1 0.2 0.2 0.2084
H -0.288113 -0.626711 -0.289326 0.2 0.7 0.6 0.2907
H 0.677659 0.078922 1.032336 0.2 0.0 0.1 0.2440
C 1.618641 -2.550728 -3.241673 0.3 -0.1 -0.2 -0.7259
C 0.503014 -2.012472 -2.483656 0.0 0.0 0.0 0.3416
N -0.371568 -1.582788 -1.879523 -0.1 -0.5 -0.6 -0.3733
H 1.269440 -3.056394 -4.140163 -0.1 0.0 0.0 0.2592
H 2.299592 -1.756869 -3.543966 -0.1 0.1 0.1 0.2625
H 2.180711 -3.268950 -2.647332 -0.1 0.0 0.1 0.2594